1.
Computed, not measured: the molecule C3H8N2S, with wB97M-V/def2-TZVPD.

Geometry as XYZ:
```
14
Properties=species:S:1:pos:R:3
H -1.22372 2.78126 0.01021
N -0.58605 2.07499 -0.32766
N -0.72928 1.14607 0.46078
C -0.12319 -0.13180 0.06788
C 0.43299 -0.71927 1.35187
C 0.92833 -0.34471 -1.16269
S -1.75905 -1.05962 -0.12409
H -0.26681 -0.85118 2.16287
H 0.87510 -1.57278 0.87659
H 1.39697 -0.13938 1.77113
H 0.81706 -1.39378 -1.50182
H 0.58279 0.47401 -1.87429
H 1.97520 -0.08913 -0.90581
H -2.32034 -0.17468 -0.80495
```

As for the spin multiplicity: 1. Its total charge is 0. The SMILES is [H]/N=N/C(C)(C)S. The HOMO energy comes out at -9.2 eV. Its energy above the lowest of the compared OMol25 structures with the same formula, charge and spin is 296.8 kJ/mol.

2.
Computed, not measured: a cluster of 2 separate species, C2H3P in total, with wB97M-V/def2-TZVPD.

Geometry as XYZ:
```
6
Properties=species:S:1:pos:R:3
C -0.73132 -0.83890 -0.07492
C -0.38868 0.62006 -0.05540
P -2.16462 -0.03342 0.02532
H 0.00294 -1.98678 0.50421
H -0.05015 0.92190 0.91742
H 0.00823 1.20504 -0.78331
```

As for the spin multiplicity: 1. Its total charge is 0. The HOMO energy comes out at -9.1 eV. Its energy above the lowest of the compared OMol25 structures with the same formula, charge and spin is 158.5 kJ/mol.

3.
Computed, not measured: a structure of composition C23H22F2IrN3O10P2S3, with wB97M-V/def2-TZVPD.

Geometry as XYZ:
```
66
Properties=species:S:1:pos:R:3
Ir -0.05557 -0.24704 0.17417
C 1.83710 3.63805 3.42322
C 1.11167 2.37287 3.00048
O 0.37258 1.84703 4.12276
P 2.24410 0.98064 2.60164
O 3.46548 1.53225 1.79696
O 2.89014 0.62257 4.01132
O 1.54048 -0.18679 1.98846
P -0.07520 2.64704 1.63040
O 0.97295 2.85465 0.45682
O -1.03753 3.76142 1.82393
O -0.78274 1.27127 1.52557
H 2.47782 3.43333 4.28153
H 1.10052 4.39257 3.69603
H 2.44878 4.01311 2.60325
H -0.46306 1.48425 3.79797
H 3.75116 0.89141 1.11050
H 2.25852 0.19439 4.60195
H 0.63335 2.86061 -0.46029
F -2.08489 -2.57860 4.56014
C -2.01261 -2.63482 3.21615
C -1.20793 -1.73635 2.54296
C -1.15744 -1.79927 1.15754
C -1.86638 -2.77520 0.44438
C -2.65185 -3.65058 1.18290
F -3.38356 -4.60492 0.56275
C -2.74867 -3.60005 2.55850
C -1.71509 -2.78126 -1.01994
C -2.19487 -3.74855 -1.90418
C -1.93681 -3.61670 -3.25790
C -1.21242 -2.53069 -3.72043
C -0.77633 -1.60924 -2.79014
N -1.02701 -1.73847 -1.49087
H -0.62859 -1.00717 3.09500
H -3.37391 -4.29980 3.09494
H -2.75026 -4.59704 -1.54081
H -2.30091 -4.36655 -3.94884
H -0.99268 -2.39796 -4.77065
H -0.22248 -0.72545 -3.08415
S -1.48821 1.42878 -1.35880
C -2.84897 1.40837 -0.32658
N -3.15716 2.34421 0.54665
C -4.16862 1.97640 1.52732
C -5.07942 0.97249 0.83385
S -4.00082 0.10762 -0.35008
H -2.45152 3.04747 0.81874
H -4.71310 2.85925 1.85488
H -3.66055 1.52754 2.38676
H -5.87714 1.46716 0.28203
H -5.51008 0.25529 1.52705
O 1.15861 2.18076 -2.29904
C 1.80532 1.16952 -2.10535
N 1.69252 0.34826 -1.00862
S 2.88591 -0.77548 -0.97301
O 3.92249 -0.40518 -0.03295
O 2.31342 -2.08401 -0.84807
C 3.50441 -0.43605 -2.59255
C 4.50870 -1.06202 -3.30166
C 4.82582 -0.53381 -4.54671
C 4.16565 0.59171 -5.03633
C 3.16944 1.21572 -4.29586
C 2.84449 0.67790 -3.06508
H 5.02258 -1.92779 -2.90509
H 5.59973 -0.99919 -5.14261
H 4.43881 0.98510 -6.00678
H 2.65183 2.09504 -4.65617
```

As for the spin multiplicity: 5. Its total charge is 0. The HOMO energy (alpha / beta) comes out at -7.5 / -8.8 eV. Its energy above the lowest of the compared OMol25 structures with the same formula, charge and spin is 0.0 kJ/mol.

4.
Computed, not measured: a cluster of 2 separate species, CH2BrO3S in total, with wB97M-V/def2-TZVPD.

Geometry as XYZ:
```
8
Properties=species:S:1:pos:R:3
C 0.09627 -1.25527 -0.21690
O -0.18589 2.79929 -0.43910
O -1.29353 0.94475 0.76968
O 0.85866 0.51721 -0.48856
S -0.01513 1.66616 0.48993
Br 1.24718 -2.21899 0.85955
H -0.79278 -0.86973 0.26671
H 0.08522 -1.58340 -1.24130
```

As for the spin multiplicity: 1. Its total charge is -1. The HOMO energy comes out at -3.7 eV. Its energy above the lowest of the compared OMol25 structures with the same formula, charge and spin is 241.2 kJ/mol.

Calculated strongest force on any atom, 3.35; 5.06; 0.63; 4.81 eV/A (same order as the records).
Calculated total energy, -17053.6540; -11407.0953; -108514.9479; -88088.8975 eV (same order as the records).